{"formula": "C4H9BrCsN2O4P", "method": "ωB97M-V/def2-TZVPD", "orbital_gap_ev": 7.98, "homo_ev": -8.15, "energy_ha": -3503.54365, "symbols": ["C", "C", "O", "N", "C", "C", "O", "P", "Br", "O", "N", "O", "H", "H", "H", "H", "H", "H", "H", "H", "H", "Cs"], "positions_angstrom": [[0.330375, -2.045663, 0.180974], [-0.466462, -1.194079, -0.788560], [-1.159767, -1.722517, -1.647937], [-0.473981, 0.208897, -0.755951], [-1.674174, 0.752286, -0.340290], [-2.602047, -0.078835, 0.526738], [-1.966020, 1.882850, -0.714753], [1.035430, 0.978314, 0.081340], [1.475720, 2.253164, -2.085342], [2.388636, 1.728170, 0.799680], [3.489691, 0.903746, 0.962011], [3.781553, 0.808021, 2.089494], [0.086785, -1.788200, 1.213756], [0.080307, -3.080473, -0.040871], [1.408686, -1.924180, 0.064134], [-2.796400, -1.065142, 0.108376], [-3.548741, 0.451607, 0.602694], [-2.161731, -0.200245, 1.522732], [1.847623, -0.010154, -0.517710], [0.779347, 0.258901, 1.271721], [0.299572, 2.109554, 0.421836], [-0.154402, 0.773977, -2.954073]], "atomic_forces_ev_per_a": [[-0.028, 0.054, -0.289], [-0.477, -1.429, -0.411], [0.466, 0.149, 0.678], [0.367, -1.626, 5.751], [-1.492, 1.023, -0.579], [-0.083, 0.304, -0.075], [0.400, -0.750, 0.554], [0.506, -0.139, 1.509], [8.330, 7.690, 4.146], [-0.084, 0.484, 0.230], [-0.134, -0.436, -0.234], [0.374, 0.170, 0.228], [-0.037, -0.078, -0.097], [-0.035, 0.035, 0.112], [-0.071, 0.056, -0.011], [0.116, 0.041, -0.010], [0.078, 0.016, 0.116], [-0.036, 0.029, -0.111], [-0.202, 0.227, -0.376], [-0.096, -0.123, -0.037], [-0.088, 0.158, -0.381], [-7.775, -5.857, -10.715]], "lowdin_charge": [-0.009, -0.623, 0.018, -0.593, -0.597, 0.031, 0.027, 0.503, -0.170, -0.419, -0.113, 0.056, 0.083, 0.093, 0.077, 0.086, 0.093, 0.099, 0.010, 0.030, 0.035, 1.282]}